Computed, not measured: a gas-phase ion, C3H4N3 (charge +1) in a non-equilibrium geometry, with ωB97M-V/def2-TZVPD.

LUMO: -0.243 Eh
SMILES string: C=C=NNC#[NH+]
gap between HOMO and LUMO: 7.9 eV
ΔE to the lowest compared entry with this formula, charge and spin: 78.1 kcal per mole
M: 82.086 g mol⁻¹

Geometry as ORCA input:
```
! wB97M-V def2-TZVPD RIJCOSX def2/J DEFGRID3
* xyz 1 1
H -2.54532 -0.72731 0.79285
N 2.16181 -0.84282 -0.13886
N -0.23474 1.05484 -0.00966
H 1.96993 -1.80173 -0.07725
C -2.06882 -0.60444 -0.13093
C -1.07956 0.23397 -0.10443
H -2.47355 -1.21512 -0.92206
C 2.14206 0.27298 0.16638
N 0.90666 1.49431 -0.15690
H 1.22152 2.13530 0.58086
*
```